{
  "formula": "C16H43IN8O4PS",
  "method": "ωB97M-V/def2-TZVPD",
  "species": ["H", "H", "H", "H", "H", "H", "C", "O", "H", "N", "H", "H", "H", "H", "N", "H", "H", "N", "H", "H", "H", "H", "N", "C", "H", "H", "H", "H", "H", "H", "O", "H", "O", "H", "H", "H", "H", "H", "C", "H", "H", "N", "H", "C", "H", "C", "C", "C", "H", "H", "H", "H", "H", "H", "I", "C", "H", "H", "S", "C", "H", "N", "P", "C", "C", "N", "C", "O", "C", "H", "C", "C", "N", "C"],
  "positions_angstrom": [[1.73571, 0.51709, -4.62345], [-4.08795, -1.76093, 1.79771], [1.87787, -0.02363, 1.46544], [2.85525, -0.07619, -3.27585], [-2.88086, -0.85760, 5.46669], [5.45091, -2.13127, -1.39318], [-5.16262, 2.47709, -1.93068], [0.15330, -0.62666, 3.15101], [-4.60336, -0.06698, 2.03306], [1.91427, -1.33122, 4.38652], [-5.13398, 1.53351, 0.34941], [4.78024, -2.24493, -6.75632], [-4.12968, 2.40927, -1.52812], [-1.97130, 3.42928, -1.12561], [2.25134, -0.42879, 2.30163], [1.26330, 2.91781, -4.74753], [5.87896, -3.77850, -3.77362], [-2.26156, -0.24977, 7.84849], [5.95722, -3.83061, -5.50422], [-1.08915, 2.08044, 2.41536], [-5.12801, 2.65494, -3.02525], [-5.70992, 3.30292, -1.44619], [5.87760, -2.59923, -0.60860], [1.85608, 0.32594, -3.54149], [-5.20328, -1.54549, -0.28541], [-3.22605, -0.50786, 7.76976], [-2.62787, 1.29582, -0.15692], [1.07168, -0.41081, -3.26624], [0.76292, 4.04965, -3.47698], [-1.30382, -0.58132, 4.80131], [-0.21838, 0.09049, 6.92314], [0.50366, 3.27136, 0.74224], [6.06637, -4.47980, -1.84773], [1.28742, -1.59882, 5.12621], [6.96864, -4.04298, 1.16830], [-1.86544, -0.91849, 0.78189], [-3.81087, -0.55889, -0.77626], [7.09361, -5.45853, 0.18651], [-2.50188, -0.24269, 1.38359], [3.24216, -0.54972, 2.38162], [2.52698, 3.79845, -3.76809], [5.61108, -3.39916, -4.66908], [2.89822, -1.47050, 4.51066], [-0.59346, 3.15064, 0.60673], [-0.33072, 4.03316, -1.35351], [4.79332, -2.32082, -4.66468], [-2.39762, 1.25109, 0.92530], [-3.99287, -0.73766, 1.38979], [3.85344, -1.04508, -5.93218], [6.01031, -2.09605, 0.24668], [-1.89951, 0.01035, 8.74694], [-6.55273, 0.36827, 0.26368], [-1.04095, 4.04310, 1.08823], [-6.90705, 1.15012, -1.80915], [-1.73413, 1.59751, -3.85853], [1.36369, -0.78679, 3.27325], [-5.36366, 0.35908, -2.37082], [-2.14720, -0.34036, 2.42867], [-0.40681, 1.65568, -1.80115], [-0.91202, 3.18977, -0.91864], [-0.22457, 1.06955, 1.19465], [-1.92444, -0.58916, 5.59691], [1.63422, 1.88894, -2.50849], [-5.81675, 1.07127, -1.65642], [-1.39361, -0.22845, 6.79760], [6.81450, -4.50051, 0.29104], [-1.00920, 1.83240, 1.33827], [4.37933, -1.80460, -3.62489], [1.53742, 3.30470, -3.74389], [-3.19062, 1.79690, 1.47931], [6.24269, -3.89838, -0.78697], [-4.64948, -0.61393, -0.05016], [4.45730, -1.84326, -5.89731], [-5.56762, 0.64985, -0.15400]],
  "forces_ev_per_a": [[0.22, 0.07, 0.55], [0.22, 0.46, -0.26], [0.03, -0.02, -0.02], [-0.54, 0.04, -0.36], [-0.02, -0.01, 0.09], [-0.03, -0.07, -0.07], [-0.15, -1.03, -0.25], [0.12, 0.05, -0.13], [0.51, -0.43, -0.02], [-0.19, -0.15, 0.00], [-0.30, -0.64, 0.13], [0.03, -0.04, 0.02], [-0.43, 0.37, -0.30], [0.43, -0.73, -0.04], [-0.04, 0.15, -0.31], [0.31, 0.22, 0.55], [-0.02, -0.18, 0.29], [0.00, 0.06, 0.26], [-0.05, 0.06, -0.06], [0.41, -0.43, -0.52], [0.07, 0.12, 0.62], [0.29, -0.38, -0.11], [-0.19, 0.29, -0.18], [-0.66, 0.34, 0.42], [0.10, 0.66, 0.01], [0.00, -0.01, -0.04], [0.18, 0.18, 0.41], [0.59, 0.28, 0.01], [0.50, -0.35, 0.12], [0.06, -0.02, -0.08], [-0.13, -0.14, -0.03], [-0.60, 0.00, -0.15], [0.10, -0.09, -0.14], [0.04, 0.17, 0.10], [-0.01, 0.04, -0.01], [-0.26, 0.37, 0.10], [-0.47, 0.05, 0.13], [0.00, 0.01, 0.00], [-1.07, 0.01, 0.71], [0.00, -0.01, 0.06], [-0.51, -0.28, 0.00], [-0.04, 0.16, 0.23], [0.02, 0.04, 0.00], [0.48, -0.80, 0.09], [-0.34, -0.59, 0.03], [0.31, -0.42, 0.04], [0.28, -0.79, 0.87], [-0.14, 0.58, -0.96], [0.02, 0.00, -0.05], [0.09, -0.06, 0.03], [0.00, 0.00, -0.01], [0.59, 0.43, 0.23], [-0.04, -0.45, -0.53], [0.52, -0.19, -0.31], [0.14, 0.10, 0.68], [-0.01, -0.16, 0.52], [-0.43, 0.11, 0.41], [0.09, 0.22, -0.62], [-0.74, -0.27, -0.74], [0.57, 1.67, 0.28], [-0.36, 0.26, 0.20], [0.10, -0.01, -0.35], [0.56, 0.42, -0.37], [0.20, 1.03, 0.67], [0.15, 0.04, -0.02], [0.05, -0.25, 0.01], [-0.71, 0.60, -0.42], [-0.03, 0.22, -0.08], [-0.42, -0.45, -0.20], [0.39, -0.07, -0.53], [-0.03, 0.15, 0.01], [0.52, 0.11, 0.89], [-0.25, 0.29, -0.03], [-0.09, -0.89, -1.46]],
  "mulliken_charge": [0.33, 0.36, 0.13, 0.28, 0.16, 0.18, -0.76, -0.57, 0.40, -0.39, 0.22, 0.16, -0.03, 0.33, -0.32, 0.34, 0.23, -0.39, 0.17, 0.58, 0.31, 0.32, -0.30, -0.81, 0.44, 0.16, -0.55, 0.35, 0.30, 0.14, -0.65, 0.36, -0.70, 0.22, 0.15, 0.27, 0.27, 0.23, -0.02, 0.14, 0.37, -0.33, 0.15, -0.92, 0.44, 0.62, 0.67, -1.02, 0.18, 0.16, 0.24, 0.44, 0.40, 0.29, 0.11, 0.60, 0.28, -0.29, 0.08, -0.47, -0.27, -0.23, 0.33, -0.45, 0.59, -0.40, -0.27, -0.60, -0.98, 0.18, 0.63, -0.63, -0.37, -0.57],
  "total_charge": 1,
  "e_tot_ha": -2411.60279,
  "spin_multiplicity": 1
}

=====

{
  "formula": "C16H43NO10P3S",
  "method": "ωB97M-V/def2-TZVPD",
  "species": ["H", "O", "O", "C", "H", "H", "H", "S", "H", "P", "H", "H", "H", "O", "C", "H", "O", "H", "H", "H", "H", "C", "C", "H", "H", "O", "H", "H", "C", "H", "H", "H", "N", "H", "H", "C", "C", "C", "C", "H", "H", "P", "H", "H", "H", "H", "C", "O", "H", "H", "H", "C", "H", "P", "C", "H", "H", "C", "C", "H", "H", "O", "O", "C", "C", "H", "H", "H", "H", "O", "H", "H", "O", "H"],
  "positions_angstrom": [[5.52222, -0.62323, -4.48231], [4.31245, -0.86434, -2.46988], [-0.86197, -1.79283, 2.83754], [0.97987, 0.31305, -3.99423], [1.64174, 1.29369, -5.80464], [2.93816, -1.79466, -0.48046], [4.26491, -2.07501, 0.66023], [-6.02426, 4.44657, 0.02535], [-0.23584, -3.42295, 7.69212], [-1.03407, -3.30429, 3.32072], [-0.37381, 5.12714, 0.50582], [0.20809, -2.39158, 6.31861], [0.21964, -1.72069, -0.37037], [-2.98590, 1.88940, 0.75163], [-1.42536, -3.73905, 5.91672], [0.16155, 1.96888, -5.10181], [-1.78821, -3.02694, 4.73867], [-1.78109, 4.21329, -1.11507], [1.04267, -1.83361, 2.00824], [-1.94725, 2.66490, -2.01510], [-1.24932, -2.04346, 7.23276], [-3.63986, -3.30485, 2.71593], [4.81936, -1.01299, -1.13675], [4.80366, -0.06841, -0.59315], [-1.12572, 3.52757, 1.80859], [2.58230, 0.55528, -1.57071], [0.07943, -0.39074, 1.70563], [3.34537, 0.15941, -6.49255], [4.90832, 0.10718, -5.00407], [-3.46634, 4.16195, 0.94659], [3.47026, -1.37856, -5.64668], [0.45466, 4.76896, -0.97392], [0.50755, 3.21869, 0.49245], [-0.51042, 1.90456, 1.70090], [-0.86986, -4.64407, 5.67220], [0.51389, 4.63782, 0.10921], [-3.90835, -1.96942, 2.05892], [-0.43422, -2.04526, 0.44029], [1.13758, 1.54164, -4.87127], [1.40340, 5.12914, 0.50565], [4.68679, -0.94682, -6.84605], [3.35983, 0.40003, -2.82738], [-6.22252, 4.93232, 1.25662], [-3.44520, -1.14834, 2.60303], [-3.90169, -3.29225, 3.77071], [-4.73432, 2.87320, 1.79437], [-1.82416, 2.30316, 0.11099], [-3.60777, 3.36856, -1.12816], [-0.43948, -3.13905, 0.45917], [-1.45024, -1.71920, 0.22206], [-1.34277, 1.42597, -0.36102], [-2.19729, 3.20491, -1.09840], [-4.27409, -4.06445, 2.25664], [-4.25777, 3.05850, 0.44805], [4.04482, -0.55123, -6.05664], [-4.98317, -1.78689, 2.03805], [0.33726, -0.41674, -4.48631], [0.03844, -1.47692, 1.76678], [3.99606, -2.03925, -0.39637], [-5.07871, 2.03192, -0.09783], [0.50735, 0.58146, -3.04613], [4.18765, 0.93679, -4.07665], [0.25984, -3.88237, 3.70278], [-0.62582, -2.85167, 6.84768], [-0.75821, 2.78689, 1.10071], [5.60318, 0.78997, -5.49538], [-3.53052, -1.94614, 1.03848], [1.73634, 2.30897, -4.37328], [0.70159, 2.62392, -0.30268], [2.21693, -0.35736, -3.73858], [-2.35597, -4.04736, 6.40033], [5.86371, -1.31813, -1.22475], [-2.29500, -3.78874, 2.51782], [4.12973, -3.03582, -0.82052]],
  "forces_ev_per_a": [[-0.22, -0.02, 0.27], [0.61, 0.75, -0.39], [0.08, -0.31, -0.29], [-0.19, 0.00, 0.09], [-0.07, -0.01, -0.03], [0.01, 0.12, 0.09], [0.03, 0.01, -0.01], [-0.13, 0.28, -0.20], [-0.03, -0.02, 0.00], [-1.05, 3.18, 3.53], [0.05, 0.12, 0.14], [0.06, -0.13, -0.05], [0.03, 0.04, 0.03], [0.12, 0.60, -0.23], [0.07, 0.01, 0.21], [-0.01, 0.00, 0.05], [-0.11, -0.01, -0.39], [0.55, -0.16, 0.13], [-0.06, -0.08, 0.10], [0.31, 0.23, -0.12], [-0.01, -0.01, 0.01], [-0.84, -0.08, -0.33], [-0.12, -0.20, 0.29], [-0.10, 0.09, -0.13], [-0.07, 0.23, -0.19], [1.19, 3.51, -0.01], [-0.12, 0.01, 0.15], [0.08, 0.03, -0.06], [0.68, 0.00, -0.55], [0.09, -0.01, -0.16], [-0.04, 0.03, 0.03], [0.22, 0.13, -0.05], [-0.48, 0.52, 0.19], [-0.20, 0.01, 0.17], [0.08, 0.06, -0.10], [-0.07, -0.46, -0.15], [0.29, 0.19, 0.20], [-0.05, -0.16, 0.08], [0.15, 0.02, 0.05], [0.04, 0.14, -0.11], [0.08, 0.09, 0.02], [-2.08, -6.58, -0.95], [0.10, -0.03, 0.10], [0.04, 0.02, -0.04], [0.36, 0.05, 0.12], [-0.29, -0.20, -0.16], [0.66, -0.43, -0.32], [0.22, -0.51, 0.21], [0.07, 0.01, -0.02], [0.04, 0.12, -0.02], [-0.08, -0.17, 0.13], [-1.28, 0.38, -0.13], [0.20, -0.10, -0.10], [-0.20, -0.24, 0.71], [-0.26, -0.21, 0.19], [-0.01, -0.06, -0.01], [0.07, -0.07, 0.01], [0.16, 0.14, -0.43], [-0.11, -0.28, 0.02], [-0.03, 0.04, 0.00], [0.03, -0.01, 0.02], [-0.02, 2.22, 1.33], [-0.05, -1.59, -1.87], [-0.02, 0.19, 0.02], [0.39, -0.62, 0.03], [-0.11, 0.16, 0.10], [-0.09, -0.04, -0.04], [-0.07, 0.03, 0.01], [0.14, 0.01, -0.02], [0.34, 0.36, -0.27], [-0.04, 0.03, -0.05], [-0.03, -0.06, -0.09], [1.05, -1.31, -0.78], [0.07, 0.02, -0.01]],
  "mulliken_charge": [0.25, -0.42, -0.18, -0.09, 0.18, -0.04, 0.38, -0.48, 0.37, 0.88, 0.36, 0.28, 0.20, -0.25, -0.33, 0.46, -0.35, 0.20, 0.29, 0.03, 0.30, -0.12, -0.43, 0.35, 0.45, -0.75, 0.08, 0.14, -0.19, -0.10, 0.24, 0.28, -0.28, 0.01, 0.37, -0.97, -0.98, -0.86, -1.03, 0.29, 0.42, 1.25, 0.06, 0.28, 0.23, -0.05, 1.08, -0.48, 0.42, 0.12, -0.19, -0.12, 0.33, 0.01, -0.89, 0.47, 0.33, -0.04, -0.75, -0.14, 0.08, -0.40, -0.81, -1.13, -0.90, 0.33, 0.15, 0.26, 0.17, -0.35, 0.31, 0.35, -0.27, 0.33],
  "total_charge": -1,
  "e_tot_ha": -2864.95129,
  "spin_multiplicity": 1
}

=====

Listing orbital gap for the structures above in their given order: 6.23, 6.06 eV.
Listing lowest unoccupied orbital energy for the structures above in their given order: -0.1878, 0.0652 Ha.